1.
Below is C63H43BCdN9O5PS as an isolated structure, with properties calculated with wB97M-V/def2-TZVPD.

The geometry in XYZ format:
```
124
Properties=species:S:1:pos:R:3:lowdin_charge:R:1
Cd -1.287 1.465 -0.432 1.428
S 1.208 2.031 1.460 0.455
P 1.455 -1.790 0.233 1.167
O 0.244 3.102 1.548 -0.316
O 2.528 2.403 1.012 -0.299
O 0.662 0.850 0.713 -0.507
O -2.329 0.348 -3.799 0.120
O -1.168 1.896 -5.162 0.131
N -3.140 3.098 1.994 0.180
N -0.416 4.358 -1.640 0.165
N -1.357 2.415 -2.632 0.181
N -2.917 0.914 0.908 0.042
N -0.579 -1.242 2.476 0.151
N 0.256 -0.405 -2.740 0.216
N -3.120 -1.464 0.372 0.192
N -1.456 -0.570 -1.159 0.062
N -2.007 3.457 -0.102 0.014
C 0.890 3.067 -3.258 -0.078
C -2.877 -1.323 -7.026 -0.133
C 2.074 0.144 7.170 -0.064
C 1.227 1.725 -3.563 -0.107
C -4.148 -0.358 2.319 -0.140
C 3.251 2.484 -4.608 -0.101
C -0.833 -3.369 -3.407 -0.017
C 4.521 0.403 -1.288 -0.070
C 0.369 -2.151 2.831 -0.327
C 5.632 0.073 -0.528 -0.098
C 0.263 -2.805 4.076 -0.049
C -2.165 -2.742 -1.466 -0.105
C -2.318 -1.538 -0.648 -0.301
C 1.851 0.603 5.750 -0.284
C 3.140 -1.050 0.075 -0.372
C -3.351 -0.359 1.131 -0.338
C -1.525 -4.569 -3.448 -0.102
C -1.996 5.182 1.441 -0.114
C 2.505 -0.018 4.690 -0.039
C 2.409 1.443 -4.226 -0.034
C 4.259 -1.348 0.852 -0.103
C -2.387 -0.018 -5.091 -0.220
C -5.519 0.301 4.639 -0.130
C 2.301 -3.522 2.361 -0.127
C 2.930 3.796 -4.298 -0.090
C -2.156 -0.443 -7.817 -0.137
C -1.561 0.699 -7.259 -0.020
C -3.382 1.747 1.860 -0.299
C 1.002 -5.673 -1.015 -0.097
C -4.164 0.981 2.791 -0.130
C -0.762 -1.082 -2.167 -0.328
C -4.863 1.305 3.960 -0.048
C 1.169 -3.769 4.456 -0.118
C -0.489 6.751 0.387 -0.021
C 0.768 2.088 4.177 -0.044
C 0.148 0.748 -3.296 -0.057
C 1.425 -2.512 1.955 -0.295
C 2.305 0.415 3.389 -0.052
C 0.994 1.669 5.480 -0.047
C 0.858 -4.442 -0.399 -0.108
C -0.605 7.561 1.510 -0.103
C 5.496 -0.796 0.548 -0.093
C 2.203 -4.139 3.599 -0.121
C 2.858 -3.661 -1.464 -0.082
C -2.118 5.988 2.559 -0.025
C -1.158 -2.466 -2.405 -0.113
C 2.084 -5.911 -1.858 -0.116
C -5.493 -1.033 4.172 -0.127
C 1.795 -3.421 -0.595 -0.352
C 1.422 1.451 3.133 -0.256
C -1.417 7.187 2.582 -0.103
C -3.006 -1.117 -5.644 -0.013
C -1.208 4.426 -0.587 -0.328
C 1.753 4.086 -3.612 -0.020
C -1.198 5.565 0.360 -0.106
C -2.842 -3.953 -1.502 -0.024
C -4.815 -1.371 3.021 -0.047
C -1.683 0.895 -5.899 -0.227
C -2.465 3.813 1.150 -0.334
C 3.006 -4.901 -2.082 -0.102
C -0.397 3.276 -2.483 -0.331
C -2.513 -4.859 -2.500 -0.099
C 3.285 -0.148 -0.978 -0.101
B -1.295 1.414 -3.742 -0.815
H 4.154 2.260 -5.166 0.093
H -3.621 -4.165 -0.778 0.107
H 2.198 -6.872 -2.345 0.088
H 1.068 -4.250 5.423 0.091
H -0.074 -3.131 -4.143 0.118
H -1.483 7.837 3.447 0.087
H 1.486 5.103 -3.354 0.106
H 4.606 1.091 -2.121 0.095
H 0.156 7.027 -0.439 0.107
H 2.727 0.840 7.703 0.073
H -6.024 -1.799 4.728 0.081
H 2.408 0.127 -1.551 0.075
H -3.551 -1.817 -5.022 0.111
H 4.174 -2.013 1.701 0.085
H -3.340 -2.193 -7.478 0.082
H -0.039 8.484 1.567 0.087
H -1.253 -0.944 3.160 0.104
H -2.040 -0.640 -8.877 0.080
H 0.097 2.909 3.949 0.110
H -6.065 0.531 5.547 0.079
H 2.538 -0.842 7.191 0.068
H 2.835 -0.032 2.560 0.091
H 1.127 0.096 7.712 0.072
H -0.568 -2.546 4.724 0.106
H -0.397 -0.618 1.705 0.024
H 0.505 2.179 6.305 0.107
H 3.174 -0.850 4.886 0.111
H 3.585 -2.879 -1.646 0.096
H 3.071 -3.856 1.677 0.100
H 3.600 4.599 -4.583 0.091
H -2.733 5.671 3.393 0.106
H 0.273 -6.454 -0.836 0.098
H 0.009 -4.261 0.254 0.112
H 2.655 0.415 -4.464 0.117
H 2.899 -4.922 3.878 0.084
H -1.313 -5.290 -4.229 0.092
H 3.857 -5.076 -2.731 0.091
H -1.001 1.402 -7.863 0.104
H -4.881 2.329 4.316 0.099
H 6.603 0.503 -0.751 0.092
H -3.051 -5.797 -2.570 0.090
H 6.362 -1.052 1.150 0.092
H -4.794 -2.391 2.652 0.100
```

Results
DFT total energy = -4228.0555 hartree
E_HOMO = -1.354 eV
total charge = -2
orbital gap = 5.1 eV
ΔE to the lowest compared entry with this formula, charge and spin = 0.0 kcal/mol
molecular weight = 1192.4 g/mol

***

2.
Below is C63H53N7SSi2Ti as an isolated structure, with properties calculated with wB97M-V/def2-TZVPD.

The geometry in XYZ format:
```
127
Properties=species:S:1:pos:R:3:lowdin_charge:R:1
Ti -0.260 -0.603 -0.382 0.903
S 3.505 1.331 1.365 0.750
Si 1.078 -1.922 1.566 0.583
Si -1.812 -0.876 1.992 0.618
N -2.160 -1.148 -1.091 0.006
N 0.420 -2.227 -1.517 -0.007
N -1.025 1.327 -0.469 0.010
N 4.292 3.711 0.385 -0.128
N 0.993 2.484 2.572 0.143
N 1.423 0.339 -1.313 0.033
N 2.653 3.921 1.802 0.010
C -2.542 -6.154 -4.516 -0.090
C 1.153 -2.409 4.428 -0.104
C -3.902 -2.217 -2.124 -0.019
C 2.596 1.662 -2.766 -0.034
C 5.293 3.143 -0.488 -0.046
C -2.945 -2.374 1.669 -0.200
C -5.166 2.629 -0.688 -0.037
C 6.597 -1.844 -1.098 -0.090
C -0.868 -1.435 3.546 -0.340
C 1.481 1.587 -1.912 -0.250
C 2.524 -0.333 -1.758 -0.259
C -1.214 3.604 -0.144 0.005
C 0.686 2.686 -1.520 -0.078
C 4.104 5.059 0.594 -0.066
C -3.442 -6.890 -3.760 -0.106
C -7.386 2.392 0.208 -0.105
C 0.742 4.042 -3.595 -0.034
C 4.422 -3.470 -0.653 -0.066
C 1.304 6.373 -2.220 -0.089
C 1.171 5.173 -1.535 -0.047
C 6.804 -3.125 -0.614 -0.108
C 1.755 -2.606 -1.566 -0.258
C -7.026 1.161 0.739 -0.081
C 1.555 3.670 2.663 -0.272
C -3.776 -6.457 -2.483 -0.086
C -1.435 -1.533 4.825 -0.113
C 0.875 5.237 -4.282 -0.087
C 0.015 4.377 4.331 -0.074
C 1.835 -3.990 -2.012 -0.018
C 0.705 -3.777 1.210 -0.190
C -2.292 -4.562 -2.713 -0.198
C 2.963 -1.856 1.810 -0.249
C 0.587 -2.496 5.688 -0.107
C 2.812 -1.728 -1.462 -0.084
C 3.444 2.970 1.169 -0.716
C -6.452 3.120 -0.513 -0.088
C 4.189 -2.201 -1.209 -0.158
C -0.571 3.121 4.259 -0.054
C -2.308 1.649 -0.067 -0.283
C -3.313 -0.399 -0.958 -0.269
C -2.525 -2.270 -1.796 -0.237
C -0.309 -3.305 -1.980 -0.245
C 1.105 4.667 3.532 -0.015
C -4.781 1.408 -0.137 -0.177
C 3.249 0.451 -2.674 -0.052
C -3.410 0.863 -0.337 -0.111
C -1.975 -4.999 -3.997 -0.042
C 5.318 -1.388 -1.379 -0.031
C -4.393 -1.053 -1.603 -0.024
C 0.437 -1.874 3.351 -0.330
C -3.207 -5.304 -1.967 -0.030
C -1.666 -3.341 -2.138 -0.087
C 0.589 -4.397 -2.291 0.004
C -0.398 2.542 -0.682 -0.220
C 1.158 6.412 -3.598 -0.107
C -5.740 0.676 0.564 -0.049
C 0.892 3.988 -2.207 -0.172
C 5.697 -3.929 -0.377 -0.087
C -0.035 2.209 3.367 -0.100
C -0.717 -2.053 5.888 -0.110
C 3.101 5.200 1.473 -0.075
C -2.967 0.459 2.755 -0.192
C -2.365 3.050 0.286 -0.022
H 6.294 3.320 -0.091 0.090
H -2.380 -3.186 1.206 0.012
H -3.461 -4.967 -0.969 0.120
H 0.509 3.130 -4.129 0.123
H 2.876 2.515 -3.363 0.101
H 4.669 5.803 0.064 0.121
H 1.587 5.630 3.602 0.094
H -6.725 4.072 -0.953 0.097
H 0.287 -5.356 -2.676 0.112
H 3.493 -1.316 1.032 -0.045
H 5.200 3.580 -1.482 0.091
H 3.185 -1.358 2.755 0.011
H -4.475 -7.026 -1.883 0.098
H 1.517 -4.253 0.656 0.009
H -1.418 2.852 4.874 0.103
H 7.438 -1.180 -1.250 0.096
H 5.199 -0.369 -1.705 0.076
H -4.433 -2.950 -2.708 0.107
H -2.455 -1.208 4.997 0.087
H 1.301 5.150 -0.464 0.090
H 0.748 5.253 -5.358 0.098
H -0.440 1.209 3.280 0.078
H 4.105 0.131 -3.242 0.100
H -5.467 -0.287 0.976 0.108
H 1.529 7.279 -1.671 0.097
H -2.796 1.464 2.378 0.004
H 2.744 -4.537 -2.185 0.106
H 5.112 2.072 -0.543 0.035
H 1.152 -2.915 6.512 0.090
H -2.817 0.490 3.835 0.008
H -7.748 0.574 1.292 0.099
H -4.455 3.186 -1.284 0.117
H -1.282 -4.416 -4.590 0.121
H -0.363 5.126 5.015 0.103
H -0.942 4.645 -0.107 0.102
H 3.374 -2.868 1.843 0.029
H 3.584 -4.089 -0.373 0.089
H 5.822 -4.912 0.061 0.099
H 7.802 -3.478 -0.388 0.091
H 1.261 7.347 -4.133 0.093
H 0.585 -4.302 2.160 0.030
H 2.641 6.092 1.847 0.106
H -3.353 -2.744 2.614 0.028
H -0.208 -3.933 0.630 0.010
H -1.169 -2.118 6.871 0.089
H -2.280 -6.478 -5.516 0.096
H -3.882 -7.793 -4.162 0.093
H -3.774 -2.132 1.000 0.009
H -4.013 0.218 2.574 0.013
H 2.166 -2.769 4.281 0.093
H -8.389 2.776 0.349 0.093
H -3.197 3.544 0.758 0.114
H -5.395 -0.668 -1.689 0.108
```

Results
DFT total energy = -4642.6258 hartree
E_HOMO (spin up / spin down) = -2.837 / -3.948 eV
total charge = -1
orbital gap (spin up / spin down) = 4.8 / 5.3 eV
ΔE to the lowest compared entry with this formula, charge and spin = 0.8 kcal/mol
molecular weight = 1044.3 g/mol
<S²> = 0.8419
2S+1 = 2

***

3.
Below is C63H54As2Cl2CrN2O6P2S2 as an isolated structure, with properties calculated with wB97M-V/def2-TZVPD.

The geometry in XYZ format:
```
134
Properties=species:S:1:pos:R:3:lowdin_charge:R:1
As 2.718 -0.238 0.022 1.227
As 0.348 -1.090 -2.119 1.236
Cr 0.221 0.170 0.477 0.313
Cl 1.699 -5.933 -0.713 0.695
Cl 1.585 -3.504 4.194 0.772
S 0.908 2.483 0.101 0.477
S 0.487 2.875 -3.315 0.229
P 0.558 3.684 -1.521 0.170
P -1.943 0.728 1.477 1.157
O -2.432 -1.874 1.209 -0.004
O -2.529 -0.801 -2.117 -0.020
O 1.877 -1.199 2.632 -0.208
O -0.238 -1.864 0.672 -0.158
O -0.557 2.935 2.655 -0.095
O -1.668 0.917 -0.938 -0.206
N 0.643 -5.609 2.007 0.055
N 0.594 0.729 2.356 -0.083
C 2.211 -3.742 2.594 -0.532
C -6.090 0.990 0.983 -0.093
C 3.862 -3.057 0.983 -0.150
C -1.594 5.285 -2.170 -0.154
C -2.229 3.496 1.026 -0.023
C -1.582 -4.576 2.176 -0.131
C -1.647 -0.797 3.856 -0.062
C -2.208 0.349 3.290 -0.271
C -1.662 4.917 3.568 -0.100
C 3.352 6.491 -2.570 -0.102
C -3.858 0.364 -0.506 -0.133
C -2.084 4.985 1.059 -0.223
C 1.671 -4.700 1.724 -0.278
C 1.544 2.910 5.209 -0.056
C 4.168 6.618 -1.450 -0.119
C -0.982 6.993 -0.042 -0.105
C 4.192 -0.437 1.276 -0.257
C 2.290 5.598 -2.562 -0.108
C 2.627 -2.367 -3.558 -0.107
C 1.198 1.949 4.199 -0.116
C -2.596 0.118 -1.291 -0.641
C -0.747 4.844 -1.168 -0.391
C 3.118 1.307 6.178 -0.141
C 4.426 -2.111 -1.478 -0.177
C -0.772 5.532 0.157 -0.251
C -0.561 -5.330 2.756 -0.229
C 2.296 -4.776 0.463 -0.548
C 3.273 -2.933 2.227 -0.157
C -1.381 -3.948 0.817 -0.031
C 1.899 0.678 4.204 -0.105
C 3.161 -1.538 -1.373 -0.391
C 4.795 -2.805 -2.620 -0.102
C -5.114 0.234 -1.069 -0.020
C -1.044 3.721 3.762 -0.066
C -3.083 0.927 5.482 -0.091
C -2.760 -4.375 2.901 -0.026
C -1.810 -1.083 5.204 -0.066
C 2.027 4.815 -1.437 -0.352
C 3.896 -2.915 -3.676 -0.092
C -0.015 -0.529 -3.950 -0.300
C 2.477 2.579 6.152 -0.130
C -0.730 -5.897 4.015 -0.067
C 3.584 1.184 -1.025 -0.290
C -1.894 -5.680 4.729 -0.102
C -1.642 2.546 1.722 -0.296
C -2.910 1.213 4.133 -0.117
C 2.846 4.950 -0.319 -0.123
C -2.247 6.517 -2.060 -0.140
C -2.909 -4.907 4.171 -0.091
C 2.829 0.380 5.204 -0.050
C -6.241 0.562 -0.326 -0.092
C -0.249 -2.956 -2.203 -0.255
C -4.829 1.078 1.562 -0.062
C 2.235 -1.684 -2.406 -0.361
C -2.536 -0.227 6.022 -0.098
C -2.095 5.547 2.408 -0.068
C 0.387 1.889 3.100 -0.259
C 3.912 5.846 -0.327 -0.100
C -1.799 7.412 -1.047 -0.158
C -3.689 0.783 0.824 -0.228
C 1.501 -0.063 3.047 -0.470
C 3.361 -3.984 0.088 -0.108
C -1.362 -2.415 0.898 -0.613
H 4.547 0.824 -1.391 0.031
H 3.548 7.088 -3.455 0.091
H -3.304 2.143 3.747 0.093
H -3.539 -3.764 2.464 0.115
H 3.722 2.059 -0.396 0.005
H -2.656 -0.449 7.076 0.092
H -2.069 8.463 -1.120 0.083
H 4.123 -1.404 1.764 -0.043
H 1.930 -2.472 -4.382 0.085
H 0.661 0.281 -4.201 -0.036
H -2.932 6.856 -2.828 0.065
H -2.013 -6.111 5.717 0.092
H -0.445 -4.275 0.378 0.067
H 2.950 1.462 -1.866 0.006
H 4.998 7.317 -1.455 0.087
H -3.813 -4.706 4.735 0.096
H 4.697 -2.426 0.706 0.060
H -2.915 5.399 0.486 0.129
H 5.146 -0.295 0.775 0.047
H 4.185 -3.430 -4.585 0.093
H -0.931 3.231 4.711 0.113
H -1.033 -0.155 -3.975 0.015
H 3.323 -0.588 5.200 0.103
H -1.045 -1.462 3.250 0.096
H -5.193 -0.116 -2.092 0.114
H 3.777 -4.084 -0.906 0.089
H 1.657 5.487 -3.434 0.076
H -1.365 -1.980 5.619 0.099
H 3.621 -2.193 2.934 0.101
H -4.764 1.383 2.593 0.083
H -2.941 3.117 0.304 0.129
H -1.680 4.697 -3.078 0.065
H 5.131 -2.008 -0.662 0.085
H 0.075 -6.492 4.427 0.105
H -1.332 -2.986 -2.088 0.026
H -7.228 0.484 -0.765 0.092
H 0.230 -3.497 -1.389 -0.012
H 4.544 5.936 0.550 0.094
H 4.058 0.332 2.037 0.054
H -6.963 1.255 1.571 0.093
H 2.652 4.342 0.557 0.061
H 0.114 5.301 0.749 0.115
H 0.041 -3.402 -3.153 0.026
H 5.784 -3.243 -2.695 0.101
H -2.202 -4.198 0.144 0.135
H 3.841 1.088 6.954 0.072
H -1.856 5.429 4.507 0.108
H -3.630 1.622 6.110 0.096
H -2.463 6.563 2.503 0.095
H 2.744 3.315 6.903 0.083
H 0.413 -6.103 1.163 0.049
H 1.101 3.897 5.210 0.087
H -0.578 7.689 0.688 0.090
H 0.091 -1.355 -4.652 0.014
```

Results
DFT total energy = -10909.4836 hartree
E_HOMO (spin up / spin down) = -1.342 / -1.087 eV
total charge = -2
orbital gap (spin up / spin down) = 5.2 / 4.6 eV
ΔE to the lowest compared entry with this formula, charge and spin = 245.8 kcal/mol
molecular weight = 1334.0 g/mol
<S²> = 6.1039
2S+1 = 5